Entry from the Open Molecules 2025 dataset: C48H45FN9O10V as an isolated structure at a distorted geometry (wB97M-V/def2-TZVPD).

Calculated values
Total charge: -2
Lowest unoccupied orbital energy in Ha: 0.1227
HOMO-LUMO gap in eV: 4.41
HOMO in eV: -1.068

The geometry in XYZ format:
```
114
Properties=species:S:1:pos:R:3:forces:R:3
V -0.858 1.184 -0.039 -0.888 -2.273 0.062
C -5.991 4.592 5.931 0.030 0.061 -0.071
O -4.614 4.812 5.735 0.123 0.085 -0.145
C -4.235 5.596 4.669 -0.030 -0.050 0.102
C -5.109 6.344 3.893 0.147 -0.076 0.044
C -4.603 7.113 2.846 -0.192 -0.098 0.055
C -3.258 7.120 2.542 -0.014 0.099 -0.451
C -2.385 6.380 3.346 0.121 0.028 -0.177
C -2.865 5.630 4.394 -0.238 -0.020 0.070
N -2.819 8.043 1.521 0.132 -0.169 0.538
N -1.912 7.763 0.708 -0.203 -0.067 -0.454
C -1.438 6.468 0.440 0.208 0.179 0.214
C -0.071 6.408 0.195 0.210 -0.056 0.017
C 0.643 5.226 0.098 -0.143 0.121 0.021
C -0.015 3.982 0.206 -0.030 -0.049 0.113
O 0.559 2.865 0.199 -0.106 -0.044 -0.176
C -1.481 4.039 0.285 0.307 -0.082 -0.066
N -2.101 2.834 0.205 -0.277 0.575 0.061
C -3.417 2.787 0.186 -0.004 -0.001 -0.092
C -4.198 3.949 0.192 0.034 -0.144 -0.008
C -3.587 5.169 0.261 0.032 0.164 0.132
C -2.181 5.252 0.372 -0.311 0.041 0.108
H -6.076 3.875 6.745 0.014 0.031 -0.038
H -6.457 4.177 5.032 -0.017 -0.002 0.004
H -6.511 5.515 6.209 -0.009 0.002 -0.005
H -6.171 6.346 4.081 -0.106 -0.018 0.050
H -5.273 7.709 2.241 -0.032 0.043 -0.009
H -1.326 6.380 3.133 0.052 -0.005 -0.038
H -2.196 5.040 5.003 0.035 -0.046 0.044
H 0.447 7.359 0.145 0.038 0.006 -0.009
H 1.712 5.217 -0.056 0.054 0.031 -0.004
H -3.859 1.803 0.105 0.005 0.071 -0.008
H -5.273 3.865 0.108 -0.004 0.000 -0.008
H -4.173 6.077 0.200 0.018 -0.003 0.097
C 4.150 -3.430 3.780 0.008 0.014 -0.013
C 2.643 -3.627 3.764 -0.114 -0.075 0.072
N 1.991 -2.858 2.711 0.024 -0.038 -0.106
C 1.439 -1.665 3.013 -0.045 0.127 -0.021
C 0.876 -0.809 2.119 0.193 -0.355 0.176
C 0.228 0.424 2.680 -0.162 0.092 -0.186
O 0.409 0.728 3.853 0.095 -0.058 0.302
O -0.539 1.042 1.871 0.031 0.229 0.179
C 0.916 -1.155 0.726 0.009 0.066 -0.126
O 0.553 -0.400 -0.202 -0.025 0.359 0.017
C 1.433 -2.475 0.415 0.000 -0.077 -0.002
C 1.380 -2.974 -0.900 0.052 -0.004 -0.063
C 1.899 -4.188 -1.215 0.009 -0.025 -0.196
F 1.743 -4.646 -2.491 -0.208 0.292 0.293
C 2.530 -5.036 -0.257 0.044 0.207 0.012
C 2.537 -4.546 1.054 -0.101 -0.006 -0.034
C 1.984 -3.308 1.393 0.069 0.045 0.059
N 3.036 -6.246 -0.565 0.109 -0.176 0.031
C 3.518 -6.587 -1.910 0.106 0.011 -0.120
C 4.888 -7.277 -1.947 -0.197 0.241 -0.171
N 5.886 -6.439 -1.382 0.136 -0.188 0.186
C 4.378 -7.411 1.251 0.079 0.037 -0.150
C 3.086 -7.290 0.450 -0.226 0.002 -0.074
H 4.595 -3.988 4.603 0.029 -0.042 0.054
H 4.392 -2.375 3.905 0.001 0.036 0.016
H 4.601 -3.775 2.852 0.017 -0.005 -0.049
H 2.197 -3.306 4.708 0.074 -0.006 -0.047
H 2.388 -4.681 3.634 -0.003 0.074 0.053
H 1.450 -1.377 4.058 -0.007 0.005 -0.036
H 0.881 -2.388 -1.657 -0.017 0.084 -0.078
H 3.045 -5.134 1.795 0.034 -0.062 0.063
H 3.631 -5.660 -2.473 0.054 -0.194 0.146
H 2.756 -7.207 -2.403 0.054 -0.057 -0.073
H 4.989 -7.487 -3.040 0.047 -0.131 -0.034
H 4.760 -8.301 -1.507 0.001 -0.057 0.135
H 5.216 -7.163 0.580 0.042 -0.002 0.010
H 6.782 -6.929 -1.476 -0.105 0.156 -0.028
H 4.401 -6.726 2.101 0.007 0.074 0.049
H 4.474 -8.427 1.640 0.025 -0.031 0.025
H 2.223 -7.135 1.107 0.002 -0.047 0.020
H 2.909 -8.230 -0.083 0.047 0.033 0.010
O -2.632 2.075 -2.751 0.021 -0.048 0.038
C -1.438 1.826 -2.851 0.016 -0.196 -0.245
O -0.595 1.564 -1.924 0.071 0.394 -0.269
C -0.813 1.792 -4.234 0.116 0.077 -0.016
C -1.593 1.427 -5.324 0.028 0.081 0.028
C -1.049 1.365 -6.600 0.048 0.012 -0.027
C 0.280 1.700 -6.804 -0.160 -0.060 -0.083
C 1.027 2.081 -5.706 0.696 0.213 -0.049
C 0.529 2.119 -4.418 -0.192 -0.080 0.030
N 2.453 2.466 -5.939 0.280 0.084 0.045
O 2.899 2.295 -7.083 -0.212 0.328 1.414
O 3.080 2.927 -4.987 -0.574 -0.554 -1.411
H -2.634 1.199 -5.145 -0.047 -0.013 0.005
H -1.660 1.062 -7.441 -0.005 0.000 0.009
H 0.737 1.674 -7.782 -0.010 0.004 0.033
H 1.155 2.375 -3.574 0.040 0.007 0.038
C 2.338 -0.594 -3.468 -0.148 -0.025 -0.027
N 3.339 -0.843 -2.451 0.044 -0.271 0.013
C 3.495 0.104 -1.475 0.072 -0.075 0.112
N 4.173 -0.337 -0.353 0.123 -0.099 0.170
O 3.068 1.232 -1.571 -0.061 0.379 -0.143
H 2.717 0.095 -4.222 0.019 0.032 0.003
H 1.433 -0.164 -3.027 0.039 -0.044 -0.046
H 2.101 -1.540 -3.954 -0.017 0.012 -0.019
H 3.448 -1.802 -2.157 -0.036 0.047 -0.024
H 4.815 -1.108 -0.444 -0.038 0.048 0.011
H 4.454 0.410 0.261 0.005 -0.041 -0.028
C -2.122 0.066 -0.165 0.524 0.669 0.175
C -3.205 -0.898 -0.180 0.315 0.309 -0.007
C -4.117 -0.972 0.879 -0.074 -0.006 0.080
C -5.151 -1.894 0.863 0.018 -0.008 0.003
C -5.291 -2.773 -0.203 0.005 -0.002 -0.020
C -4.383 -2.719 -1.255 -0.025 0.015 0.031
C -3.357 -1.791 -1.247 0.015 -0.060 -0.099
H -3.990 -0.301 1.720 0.002 0.027 0.028
H -5.845 -1.934 1.693 -0.025 -0.002 0.017
H -6.095 -3.497 -0.212 -0.019 -0.020 0.003
H -4.478 -3.404 -2.088 -0.009 -0.028 -0.025
H -2.653 -1.741 -2.068 0.014 0.010 -0.022
```
Forces are in eV/Å.

Mulliken atomic charge list, values in e, 2 entries: number 1, V, carries 0.317; number 2, C, carries -0.859